This record from the OMol25 dataset describes a 18-piece molecular cluster, C108H160N11O50P7 overall in a non-equilibrium geometry. The level of theory is ωB97M-V with the def2-TZVPD basis set.

Summary:
largest force on an atom	0.0870	Eh/bohr
E_LUMO	-1.229	eV
orbital gap	7.701	eV
highest occupied orbital energy	-8.93	eV

Geometry (Å):
C1 -1.78397 -24.12540 18.65267
C2 -2.29357 -25.62062 18.73260
O1 -2.60065 -26.18829 17.55473
P1 -4.07548 -26.20336 16.98827
O2 -4.75900 -24.84826 16.79945
O3 -4.77427 -27.25738 17.95364
C3 -4.18923 -28.42123 18.56844
C4 -5.17036 -29.48830 18.19950
O4 -3.89012 -27.08848 15.63129
C5 -4.70606 -26.81025 14.49634
C6 -6.05060 -27.56920 14.53744
H1 -1.47902 -23.66220 19.59105
H2 -0.95191 -24.10220 17.94893
H3 -2.53527 -23.40102 18.33816
H4 -1.55946 -26.26377 19.21795
H5 -3.13542 -25.72558 19.41697
H6 -3.15502 -28.73734 18.43209
H7 -4.12171 -28.26788 19.64549
H8 -5.21701 -29.87143 17.18012
H9 -4.91426 -30.42066 18.70270
H10 -6.15703 -29.18198 18.54699
H11 -4.79757 -25.72887 14.39477
H12 -4.17748 -27.08773 13.58436
H13 -6.03346 -28.65906 14.53463
H14 -6.57918 -27.29199 15.44951
H15 -6.64325 -27.23907 13.68428
C7 10.78222 -32.80637 25.93829
C8 9.95860 -31.87381 26.88084
O5 8.58452 -32.30746 26.74918
P2 7.57222 -31.45185 25.84454
O6 8.27804 -30.57804 24.91787
O7 6.66707 -32.56828 25.15398
C9 6.86846 -32.94394 23.86207
C10 7.82292 -34.11680 23.73210
O8 6.63402 -30.71827 26.94971
C11 5.22207 -30.49548 26.68784
C12 4.49011 -31.57554 27.43549
H16 11.80647 -32.43504 25.90488
H17 10.66226 -33.83823 26.26841
H18 10.46053 -32.70287 24.90199
H19 10.38363 -32.00038 27.87654
H20 10.04181 -30.80133 26.70485
H21 5.98135 -33.38873 23.41121
H22 7.22098 -32.10377 23.26378
H23 8.05518 -34.50313 22.73968
H24 8.77774 -33.80675 24.15672
H25 7.47167 -34.97630 24.30306
H26 5.02617 -29.51405 27.11972
H27 4.98551 -30.57158 25.62655
H28 4.58905 -32.54150 26.94026
H29 4.87087 -31.58968 28.45672
H30 3.45021 -31.32321 27.64296
C13 -2.54168 -32.58979 22.99393
C14 -2.23694 -31.81973 21.73023
O9 -1.09481 -31.04159 21.91789
P3 -1.29847 -29.46056 22.30054
O10 -2.13137 -28.65953 21.33489
O11 -1.86750 -29.62573 23.86091
C15 -2.72801 -28.68102 24.38046
C16 -4.14971 -29.10722 23.95190
O12 0.24481 -28.95912 22.55716
C17 0.55259 -27.75077 23.20527
C18 0.90446 -28.04367 24.72785
H31 -1.74240 -33.24464 23.34092
H32 -2.83171 -31.93029 23.81188
H33 -3.36957 -33.28212 22.84109
H34 -1.97850 -32.51991 20.93584
H35 -3.11649 -31.22631 21.48055
H36 -2.57606 -28.74575 25.45786
H37 -2.49276 -27.69569 23.97813
H38 -4.90668 -28.44004 24.36416
H39 -4.08191 -29.23832 22.87193
H40 -4.30669 -30.11636 24.33280
H41 1.44572 -27.34876 22.72694
H42 -0.12825 -26.90117 23.15319
H43 1.82620 -28.62195 24.79184
H44 1.13838 -27.14311 25.29562
H45 -0.01050 -28.49956 25.10615
C19 -0.26343 -29.96715 18.70643
C20 0.98384 -29.20138 19.24528
O13 2.01922 -29.11919 18.28485
P4 3.29781 -28.23088 18.54528
O14 3.54078 -27.94110 19.97082
O15 4.46139 -29.03559 17.75366
C21 5.36124 -29.93834 18.36520
C22 6.54492 -29.17326 18.87802
O16 3.02896 -26.96618 17.52817
C23 1.96313 -26.00734 17.71293
C24 2.40342 -24.96916 18.76329
H46 -0.59861 -29.45276 17.80580
H47 -0.11444 -31.00099 18.39486
H48 -1.07734 -29.86709 19.42452
H49 0.72285 -28.25894 19.72675
H50 1.46067 -29.79980 20.02156
H51 4.82522 -30.39334 19.19810
H52 5.77988 -30.67399 17.67842
H53 7.09659 -29.70980 19.64996
H54 7.38649 -28.98490 18.21141
H55 6.22100 -28.27104 19.39685
H56 1.76065 -25.61719 16.71549
H57 1.02084 -26.52315 17.89767
H58 3.25095 -24.49080 18.27240
H59 1.79751 -24.06396 18.80304
H60 2.67272 -25.32600 19.75739
C25 3.53915 -18.09479 14.48802
C26 3.16050 -19.46240 13.80102
O17 3.55697 -20.64141 14.45230
P5 2.92833 -21.25179 15.85840
O18 2.97265 -22.71527 16.01480
O19 1.41761 -20.69113 15.97187
C27 0.55958 -21.11945 17.00756
C28 -0.85725 -20.69491 16.64503
O20 3.72962 -20.41961 16.99299
C29 4.98601 -20.81735 17.49951
C30 6.20487 -20.29463 16.79929
H61 4.62474 -18.00733 14.53228
H62 3.10172 -17.22140 14.00433
H63 3.36299 -18.10989 15.56358
H64 2.12773 -19.63709 13.49940
H65 3.63164 -19.54791 12.82183
H66 0.50173 -22.20686 17.05564
H67 0.88413 -20.81893 18.00378
H68 -0.87028 -19.60667 16.58443
H69 -1.24873 -21.14814 15.73430
H70 -1.53703 -20.99485 17.44253
H71 5.01615 -20.48943 18.53858
H72 5.17430 -21.88819 17.42228
H73 6.07097 -20.42257 15.72514
H74 6.31518 -19.21708 16.92107
H75 7.17496 -20.62687 17.16892
C31 -6.07151 -26.18129 21.30467
C32 -4.68687 -26.01817 21.98020
O21 -4.90366 -25.93261 23.35493
P6 -3.84223 -24.97990 24.13022
O22 -2.43369 -25.10262 23.62150
O23 -4.48631 -23.46085 24.01813
C33 -3.61292 -22.40092 23.91610
C34 -3.27988 -21.96225 22.51295
O24 -4.08363 -25.41749 25.66778
C35 -3.35208 -24.86666 26.81697
C36 -2.58739 -25.92882 27.59199
H76 -5.81378 -26.25275 20.24798
H77 -6.53050 -27.11875 21.61865
H78 -6.77379 -25.37246 21.50638
H79 -4.10102 -26.90947 21.75559
H80 -4.14622 -25.20522 21.49551
H81 -4.23160 -21.61020 24.34048
H82 -2.75230 -22.49798 24.57792
H83 -2.41967 -21.29319 22.53534
H84 -3.12134 -22.88468 21.95431
H85 -4.16081 -21.48895 22.07928
H86 -2.70080 -24.06645 26.46539
H87 -4.17130 -24.40808 27.37078
H88 -2.07447 -25.49354 28.44963
H89 -3.29588 -26.69964 27.89527
H90 -1.82756 -26.38318 26.95613
C37 4.69673 -36.79699 21.16336
C38 4.65509 -35.82027 22.29903
O25 4.75735 -34.55515 21.72734
P7 3.54854 -33.45538 21.96499
O26 3.72442 -32.10810 21.32110
O27 2.21069 -34.35946 21.62315
C39 1.04205 -33.75295 21.04920
C40 0.83553 -34.38095 19.63459
O28 3.47975 -33.37991 23.58965
C41 2.25343 -32.98610 24.23071
C42 2.06461 -31.49255 23.98841
H91 5.44737 -36.42452 20.46629
H92 5.00798 -37.77525 21.52976
H93 3.75310 -36.82061 20.61831
H94 3.78350 -35.94676 22.94123
H95 5.52659 -35.89938 22.94890
H96 0.18223 -33.96350 21.68519
H97 1.15197 -32.66904 21.08303
H98 1.56956 -34.10015 18.87931
H99 0.85962 -35.46156 19.77526
H100 -0.18869 -34.15482 19.33805
H101 1.36844 -33.59644 24.05071
H102 2.36715 -33.08309 25.31041
H103 1.09258 -31.21122 24.39352
H104 2.86942 -30.97332 24.50878
H105 2.01711 -31.24409 22.92817
C43 4.99925 -28.21681 22.75245
C44 5.84764 -29.26887 22.49023
C45 7.18736 -29.17360 22.74081
C46 7.74821 -28.01287 23.34039
C47 6.83900 -26.98043 23.70285
C48 5.47728 -27.07039 23.38658
N1 9.21980 -27.73919 23.43375
O29 9.63193 -26.63288 23.83599
O30 9.98167 -28.68092 23.13283
H106 3.96614 -28.25817 22.44043
H107 5.43838 -30.16605 22.04978
H108 7.78099 -30.01658 22.41930
H109 7.16856 -26.08784 24.21381
H110 4.84558 -26.21384 23.57006
C49 6.20335 -24.15920 20.44018
C50 7.29384 -23.27652 20.41941
C51 8.57391 -23.77741 20.35239
C52 8.81624 -25.14808 20.48294
C53 7.71494 -26.08032 20.60920
C54 6.41778 -25.55004 20.55628
N2 10.17189 -25.75329 20.49656
O31 10.25726 -26.97058 20.59959
O32 11.16589 -25.06966 20.47175
H111 5.16391 -23.88102 20.53281
H112 7.13392 -22.21247 20.32656
H113 9.37230 -23.05121 20.39229
H114 7.87876 -27.14382 20.70153
H115 5.56689 -26.20264 20.68472
C55 5.90114 -31.91607 14.69761
C56 7.26622 -32.06635 15.02385
C57 8.20543 -31.26062 14.39685
C58 7.85339 -30.34681 13.40068
C59 6.46555 -30.13654 13.11212
C60 5.51376 -30.94585 13.73679
N3 8.85977 -29.52467 12.69416
O33 8.47446 -28.46796 12.24932
O34 10.06446 -29.82964 12.65298
H116 5.09711 -32.48734 15.13761
H117 7.54976 -32.81141 15.75248
H118 9.23660 -31.35661 14.70324
H119 6.15001 -29.43066 12.35808
H120 4.49029 -30.66273 13.53996
C61 2.90669 -28.75597 14.75908
C62 3.38477 -27.99532 13.69453
C63 2.47768 -27.46051 12.82892
C64 1.07549 -27.61826 13.07226
C65 0.67549 -28.31700 14.19901
C66 1.60157 -28.87966 15.03644
N4 0.07823 -27.07417 12.12068
O35 -1.10492 -27.11488 12.46601
O36 0.41897 -26.67209 11.05515
H121 3.55500 -29.34743 15.38859
H122 4.44898 -27.92319 13.52522
H123 2.81691 -26.93229 11.95011
H124 -0.35172 -28.51835 14.46488
H125 1.32180 -29.46627 15.89902
C67 5.79478 -26.47638 16.23183
C68 6.77364 -27.26836 15.66477
C69 8.08881 -26.94034 15.88583
C70 8.46081 -25.79393 16.63576
C71 7.46021 -24.99089 17.16286
C72 6.12556 -25.34349 16.96882
N5 9.91237 -25.40066 16.75678
O37 10.70955 -25.88942 15.98476
O38 10.27922 -24.64736 17.73320
H126 4.73848 -26.70064 16.21339
H127 6.47825 -28.06474 14.99774
H128 8.80835 -27.52529 15.33221
H129 7.70071 -24.12925 17.76795
H130 5.35666 -24.72812 17.41211
C73 2.38892 -24.48113 24.36089
C74 3.43848 -23.77898 23.80463
C75 3.24452 -23.06337 22.61047
C76 1.93501 -23.06658 22.07816
C77 0.84229 -23.72114 22.70036
C78 1.09154 -24.43910 23.82346
N6 1.73716 -22.32240 20.80454
O39 2.77372 -21.85720 20.22075
O40 0.62939 -22.16260 20.31694
H131 2.57743 -24.96546 25.30762
H132 4.38773 -23.78370 24.31971
H133 4.08868 -22.58613 22.13503
H134 -0.09261 -23.80408 22.16604
H135 0.18934 -24.84865 24.25325
C79 -2.19984 -31.49874 13.22890
C80 -2.70346 -30.63349 14.19536
C81 -2.76472 -31.01754 15.51099
C82 -2.21560 -32.23679 15.93483
C83 -1.58363 -33.05204 14.97249
C84 -1.53663 -32.67222 13.61752
N7 -2.34390 -32.73554 17.31359
O41 -2.75310 -31.92834 18.13338
O42 -2.05392 -33.87907 17.57409
H136 -2.07735 -31.14003 12.21760
H137 -3.20075 -29.70106 13.97247
H138 -3.23636 -30.33548 16.20291
H139 -1.07286 -33.95973 15.25818
H140 -0.93309 -33.29027 12.96932
C85 5.61100 -25.03642 12.51509
C86 5.26936 -24.07773 13.44613
C87 6.33097 -23.35921 14.04674
C88 7.68307 -23.49688 13.67261
C89 7.98942 -24.40529 12.62977
C90 6.97873 -25.22560 12.11168
N8 8.75379 -22.84491 14.47156
O43 9.94444 -22.86686 14.17850
O44 8.35823 -22.14749 15.42691
H141 4.86910 -25.74880 12.18573
H142 4.26423 -23.73088 13.63536
H143 6.13246 -22.61879 14.80751
H144 8.98218 -24.63686 12.27311
H145 7.28897 -26.02606 11.45639
C91 -1.45155 -23.95640 14.78162
C92 -0.06732 -23.94618 15.13644
C93 0.83165 -23.79651 14.07522
C94 0.33925 -23.65285 12.77160
C95 -1.04143 -23.66062 12.46634
C96 -1.90578 -23.88410 13.49395
N9 1.34249 -23.58192 11.70923
O45 2.43093 -24.10263 11.84636
O46 1.02738 -23.11508 10.61789
H146 -2.22964 -24.06005 15.52340
H147 0.29027 -23.93971 16.15550
H148 1.89711 -23.83871 14.24664
H149 -1.33936 -23.58070 11.43133
H150 -2.96028 -23.98098 13.28174
C97 9.52936 -32.69676 20.56595
C98 9.70236 -33.04608 19.20646
C99 9.86046 -32.05498 18.25568
C100 9.92971 -30.69385 18.62032
C101 9.71475 -30.34465 20.03094
C102 9.48062 -31.38733 20.95950
N10 10.20965 -29.65117 17.56144
O47 10.45268 -28.50248 17.91155
O48 10.28156 -30.00243 16.36955
H151 9.45436 -33.48042 21.30531
H152 9.64402 -34.06377 18.84969
H153 10.02297 -32.39230 17.24266
H154 9.69103 -29.34079 20.42856
H155 9.46266 -31.08442 21.99599
C103 6.18487 -34.73357 17.56627
C104 5.44271 -35.23818 16.46398
C105 4.19102 -34.73173 16.13209
C106 3.65579 -33.68508 16.94216
C107 4.32209 -33.23904 18.07599
C108 5.65870 -33.71706 18.35820
N11 2.29193 -33.14515 16.48773
O49 2.05117 -31.98909 16.84285
O50 1.51305 -33.77918 15.85092
H156 7.14705 -35.18630 17.75506
H157 5.99443 -36.02708 15.97444
H158 3.61242 -35.20472 15.35240
H159 3.82734 -32.65218 18.83575
H160 6.18591 -33.45816 19.26452

This record from the OMol25 dataset describes C10CsF30KN5O20S10 as an isolated structure in a non-equilibrium geometry. The level of theory is ωB97M-V with the def2-TZVPD basis set.

Summary:
largest force on an atom	0.1202	Eh/bohr
E_LUMO	0.480	eV
orbital gap	4.555	eV
highest occupied orbital energy	-4.08	eV
total charge	-3

Geometry (Å):
K1 -0.45923 -2.24630 0.43712
Cs1 7.07603 5.82686 -4.18172
C1 4.44817 -8.37095 8.48259
F1 3.92611 -7.73685 7.41489
F2 3.56735 -9.09716 9.18515
F3 5.36059 -9.24609 8.03327
S1 5.24434 -6.85165 9.62223
O1 4.87538 -7.07765 11.02077
O2 6.71544 -6.86532 9.32531
N1 4.43409 -5.44916 8.95794
S2 5.32174 -4.69666 7.97362
O3 6.61590 -4.30212 8.49785
O4 5.43343 -5.39418 6.69687
C2 4.30323 -3.08958 7.57239
F4 5.21862 -2.08077 7.28685
F5 3.43232 -3.30490 6.61182
F6 3.65158 -2.56960 8.60790
C3 -0.34402 7.73486 -9.11146
F7 1.00071 7.73667 -9.04485
F8 -0.68685 6.96130 -10.06084
F9 -0.78364 7.24310 -7.92032
S3 -1.11470 9.55258 -9.32050
O5 -2.57367 9.32380 -9.25937
O6 -0.70680 10.41930 -8.20169
N2 -0.40263 10.06976 -10.80020
S4 -1.55837 10.93230 -11.33097
O7 -2.22408 10.22425 -12.41457
O8 -2.31576 11.75920 -10.47307
C4 -0.18868 12.13788 -12.24488
F10 0.73126 12.61652 -11.39047
F11 0.33654 11.49935 -13.33780
F12 -0.87257 13.18971 -12.67108
C5 -3.51817 2.40154 5.49406
F13 -3.13695 2.10571 4.26716
F14 -2.72769 3.39057 5.83219
F15 -4.72842 2.86596 5.53796
S5 -3.24222 0.97184 6.82113
O9 -1.82446 1.05350 7.03899
O10 -4.05648 1.22242 7.97761
N3 -3.97278 -0.34190 5.97015
S6 -2.80962 -1.27192 5.68731
O11 -2.03076 -0.66918 4.65400
O12 -2.10551 -1.75914 6.88619
C6 -3.70523 -3.08413 5.05146
F16 -4.34644 -2.81990 3.95513
F17 -2.88542 -4.12441 4.80021
F18 -4.70951 -3.44234 5.86198
C7 1.13135 1.84963 -1.17829
F19 0.80547 2.81482 -2.03257
F20 1.27683 2.43521 -0.03278
F21 0.16836 0.94202 -1.12091
S7 2.72885 1.03399 -2.00228
O13 2.16614 0.44087 -3.21728
O14 3.72329 2.08310 -2.25867
N4 3.11518 -0.21641 -0.95134
S8 4.62726 -0.52460 -1.13315
O15 4.87561 -1.53621 -2.13838
O16 5.48687 0.65857 -1.29382
C8 5.11747 -1.31793 0.53814
F22 4.08234 -1.98788 0.93513
F23 6.08624 -2.23655 0.34065
F24 5.47901 -0.38201 1.35876
C9 -5.73559 -2.39845 -1.59510
F25 -6.08489 -2.91869 -0.47457
F26 -6.96520 -2.04456 -2.05318
F27 -5.01017 -1.34357 -1.39325
S9 -4.90474 -3.48883 -2.91239
O17 -5.95077 -4.24382 -3.55042
O18 -4.09608 -2.62762 -3.76351
N5 -3.77186 -4.37930 -1.86567
S10 -3.20554 -5.44098 -2.77838
O19 -3.47231 -5.32381 -4.20869
O20 -1.81046 -5.73348 -2.38861
C10 -4.19691 -7.07560 -2.22967
F28 -5.57185 -6.93078 -2.52903
F29 -3.73621 -8.10527 -2.94718
F30 -4.01966 -7.34874 -0.92172